The following is a quantum chemistry calculation of a 4-piece molecular cluster, C2H14N2O3 overall, from the OMol25 dataset.

```
21
Properties=species:S:1:pos:R:3:lowdin_charge:R:1
N -1.46737 1.11613 -2.97563 -0.016
C -1.34234 -0.13772 -2.24355 -0.298
C -0.00245 -0.32099 -1.46986 -0.287
N 0.40029 0.83652 -0.73160 0.005
H -2.16304 1.71078 -2.54818 0.050
H -0.60249 1.64663 -2.90322 0.055
H -1.45801 -1.01228 -2.89631 0.095
H -2.19778 -0.21851 -1.56314 0.095
H -0.12667 -1.26456 -0.92977 0.096
H 0.71827 -0.46731 -2.27299 0.109
H 1.28548 1.26490 -0.90410 0.071
H -0.18184 1.21706 -0.00991 0.031
H -1.67987 -0.97016 1.85089 0.048
H -0.81391 0.13712 1.32550 0.001
O -1.29213 -0.12872 2.12833 -0.056
H -2.36554 1.81012 1.62416 0.026
H -2.23161 2.80218 0.46961 0.041
O -1.81034 2.53386 1.29932 -0.066
H 4.67518 -4.30268 3.34117 0.032
H 4.98017 -2.90351 2.74045 0.033
O 5.36354 -3.76747 2.93148 -0.065
```

As for the energy above the lowest of the compared OMol25 structures with the same formula, charge and spin: 117.3 kJ/mol. As for the SMILES: NCCN.O.O.O. As for the total charge: 0. As for the multiplicity: 1. As for the gap between HOMO and LUMO: 9.64 eV. As for the LUMO energy: 0.0171 Eh. The calculation puts the energy at -419.79526 hartree. Its molecular weight is 114.1 g/mol.

The following is a quantum chemistry calculation of C5H10S as an isolated structure, from the OMol25 dataset.

```
16
Properties=species:S:1:pos:R:3:lowdin_charge:R:1
C 1.21450 1.02814 -1.33058 -0.116
C 0.89638 -0.09463 -0.40445 -0.267
C -0.48043 -0.23741 0.10538 -0.561
C -0.91863 -1.59735 0.69219 -0.419
C -0.91732 0.61131 1.20165 -0.446
H 2.14319 0.94392 -1.85858 0.057
H 1.42731 1.93769 -0.75379 0.069
H 0.31001 1.23388 -2.07196 0.125
H 1.60606 -0.06181 0.42540 0.126
H 1.06200 -0.90931 -1.03803 0.096
H -1.24537 -0.15121 -0.72066 0.147
H -0.22867 -2.10041 1.34126 0.070
H -1.25637 -2.23643 -0.13045 0.086
H -1.39332 1.60726 1.01201 0.100
H -0.08188 0.68270 1.90730 0.092
S -2.13746 -0.65634 1.62330 0.843
```

As for the energy above the lowest of the compared OMol25 structures with the same formula, charge and spin: 131.0 kJ/mol. As for the total charge: 0. As for the multiplicity: 1. As for the gap between HOMO and LUMO: 9.58 eV. As for the LUMO energy: 0.0387 Eh. The calculation puts the energy at -594.64517 hartree. Its molecular weight is 102.2 g/mol.

Q: The lowest energy belongs to which entry?
A: C5H10S

Q: What is the energy in the second record?
A: -594.64517 hartree

Q: molecular weight of number 1 (C2H14N2O3)?
A: 114.1 g/mol

Q: What is the total charge in the second record?
A: 0